Record 1
The following is a quantum chemistry calculation of C21H28F4N6NaO4S as an isolated structure, from the Open Molecules 2025 dataset.

```
65
Properties=species:S:1:pos:R:3:forces:R:3
Na -0.830 0.699 1.003 0.0816 0.5029 -0.2500
C -0.181 3.194 3.149 -1.5454 0.1591 0.0189
N -0.252 3.137 1.704 -0.1249 -0.0761 -0.3690
C 1.039 3.510 1.146 0.1004 0.7174 1.8345
C -1.351 3.939 1.191 0.0383 0.6152 0.4421
C -1.627 3.732 -0.291 0.1752 1.0235 0.2846
N -1.868 2.347 -0.621 -0.9208 0.1035 -1.1709
C -2.414 2.198 -1.846 0.4209 0.3711 0.6990
C -2.774 0.905 -2.286 -0.3358 -1.0934 0.3809
F -2.799 -0.121 -1.364 0.4511 0.2615 -0.1262
C -3.102 0.568 -3.571 0.1767 0.7897 -0.3242
F -3.076 -0.730 -3.958 -0.5345 -0.3756 0.1645
C -3.333 1.519 -4.545 0.6115 0.2867 0.1114
C -3.071 2.845 -4.142 -0.5615 -1.6521 -0.5725
F -3.149 3.782 -5.084 -0.0015 0.7248 -0.3668
C -2.674 3.181 -2.888 1.0066 0.1447 0.8549
F -2.250 4.476 -2.737 -0.3758 -0.2029 -0.1218
H 0.053 4.201 3.516 0.2817 0.1576 0.0332
H 0.494 2.456 3.520 0.6456 -0.2871 0.2614
H -1.181 2.947 3.560 0.4633 0.0464 -0.1711
H 1.291 4.559 1.494 -0.0439 -0.6475 -0.4778
H 1.078 3.466 0.077 0.0206 -0.2327 -0.5319
H 1.750 2.838 1.640 0.2244 0.1201 -0.5761
H -1.200 5.055 1.425 -0.0312 -1.0808 -0.3906
H -2.240 3.638 1.752 -0.0713 -0.0085 -0.0325
H -0.764 4.138 -0.870 -0.4988 -0.0243 0.2510
H -2.506 4.396 -0.490 0.6003 -0.4255 -0.0276
H -3.389 1.210 -5.584 -0.1770 0.3213 0.1514
C 1.596 -2.710 1.848 -0.6208 -0.3328 1.0532
S 2.913 -2.099 0.837 0.5385 -1.6297 0.1114
C 4.161 -3.056 1.807 0.2955 0.6880 -0.8501
O 3.229 -0.710 1.123 0.2519 1.6822 0.4077
H 1.448 -3.712 1.424 -0.2864 0.0964 0.3095
H 0.684 -2.111 1.814 0.1349 -0.0018 -0.4458
H 1.858 -2.773 2.928 0.0259 -0.0081 -0.7071
H 3.905 -4.089 1.909 -0.4717 -0.6745 0.0933
H 4.218 -2.572 2.794 0.2152 -0.0863 -0.4800
H 5.084 -3.033 1.207 -0.0949 0.3320 0.5645
N 2.150 0.132 4.161 0.9303 0.1474 0.1847
C 0.854 -0.221 3.887 0.6093 0.4413 -2.2598
O 0.317 0.153 2.810 0.2448 0.1505 0.5369
C 0.243 -1.073 4.774 -0.2069 -0.4330 1.3303
C 0.917 -1.543 5.902 0.2679 -0.8096 1.7224
N 1.408 -1.974 6.869 -0.1611 0.4389 -0.9727
C -1.069 -1.451 4.542 0.1189 -0.1838 -0.3338
N -2.113 -1.775 4.200 -1.3469 -0.3325 -0.1427
H 2.695 0.413 3.365 -0.1483 0.1210 -0.4535
H 2.688 -0.484 4.763 -0.4043 0.2546 0.0991
O 0.119 -0.586 -1.029 0.9987 0.5357 0.0732
C 0.905 -0.686 -2.146 -3.4004 -1.9817 0.4362
O 1.904 -0.109 -2.300 2.2723 1.4721 -0.2325
C 0.311 -1.689 -3.179 -1.1363 0.6039 0.5077
N -0.963 -2.291 -2.643 1.3835 -0.7021 -0.6906
C -0.925 -3.708 -3.034 -1.0863 -0.9338 0.1412
C 0.533 -4.126 -2.865 -0.9180 1.4441 0.8320
C 1.253 -2.887 -3.370 0.4792 0.3828 -0.5144
H 0.138 -1.095 -4.114 0.2243 -0.5672 0.6574
H -1.800 -1.864 -2.986 -0.2560 0.5122 -0.2086
H -0.603 -1.231 -1.128 -0.2642 -0.3600 -0.4232
H -1.180 -3.940 -4.118 -0.0294 0.6741 0.9608
H -1.670 -4.276 -2.399 0.9165 0.4586 -0.6660
H 0.687 -5.017 -3.415 0.6413 -0.8580 -0.4214
H 0.785 -4.231 -1.822 -0.0590 -0.4677 0.4808
H 1.435 -2.999 -4.420 0.2701 -0.0288 -0.7083
H 2.210 -2.662 -2.899 -0.0034 -0.2832 0.0297
```
Forces are in eV/Å.

The charge is -1. The value obtained for the HOMO energy is -4.28 eV. The total energy is -65485.2004 eV. The multiplicity is 1.

=====

Record 2
The following is a quantum chemistry calculation of C25H51Br3CaClCsF5MgN2O10PS as an isolated structure, from the Open Molecules 2025 dataset.

```
102
Properties=species:S:1:pos:R:3:forces:R:3
C 4.915 -0.941 0.520 -0.2327 0.1076 0.2149
C 3.920 -0.051 1.266 -0.5153 -0.7396 0.0371
C 2.974 -0.755 2.257 1.5499 0.3190 0.8234
C 3.762 -1.306 3.480 -0.3656 0.6781 0.0918
C 1.994 0.295 2.807 -0.9192 -0.4578 -0.1796
C 2.353 1.763 2.719 0.1988 -0.6620 -0.1815
N 1.180 2.329 3.453 0.0345 0.2310 0.6225
C -0.026 1.598 2.858 -0.3420 -0.2774 -0.1412
Cl -0.732 2.762 1.733 -0.0781 -0.0260 -0.1600
C 0.526 0.275 2.289 0.7943 -0.6980 -0.2909
C 0.344 -0.051 0.799 -0.1352 -0.1104 0.2269
C -0.833 -0.991 0.511 0.1277 0.5491 -0.3735
C -2.209 -0.460 0.957 0.8282 -0.0940 0.0237
C -2.823 -1.087 2.183 -0.6456 0.0701 -0.5482
F -4.134 -0.741 2.193 -0.1561 0.0871 0.1012
F -2.297 -0.607 3.343 0.3376 -0.0346 0.0453
C -2.797 -2.633 2.246 -0.9945 0.4746 0.7743
F -1.618 -3.080 2.666 0.2322 -0.0948 -0.3166
F -3.136 -3.145 1.070 0.4834 -0.1026 -0.2519
F -3.731 -3.021 3.127 0.2432 0.2022 0.0159
H 5.920 -0.846 0.923 0.1394 -0.2358 -0.0403
H 4.928 -0.605 -0.524 0.0723 0.1631 -0.2049
H 4.624 -1.988 0.516 0.0403 -0.1082 -0.0599
H 3.298 0.412 0.500 0.2658 0.3078 0.1219
H 4.492 0.702 1.805 -0.0470 0.2319 0.0517
H 2.449 -1.599 1.813 -0.1683 0.1328 -0.3232
H 3.168 -2.041 4.020 0.0682 -0.1739 0.0787
H 4.759 -1.723 3.282 -0.5273 0.3602 -0.1308
H 3.919 -0.466 4.161 0.2456 -0.0319 0.1635
H 1.873 0.096 3.878 0.1947 -0.0738 0.1197
H 2.275 2.135 1.701 0.2463 0.1033 -0.1058
H 3.325 1.957 3.155 -0.1511 0.6472 0.2959
H 1.085 3.344 3.397 -0.1196 0.0168 -0.4279
H 1.244 2.154 4.459 0.0879 -0.3662 -0.0177
H -0.772 1.370 3.610 0.0588 0.4058 0.3176
H 0.113 -0.594 2.795 -0.5835 0.3431 0.3633
H 1.232 -0.588 0.475 0.1526 0.2336 -0.2091
H 0.245 0.828 0.169 0.1619 0.1293 -0.0104
H -0.846 -1.043 -0.572 -0.1221 -0.2090 -0.2410
H -0.615 -1.998 0.856 -0.0696 -0.0494 0.2177
H -2.117 0.602 1.173 -0.2175 0.1217 0.0299
H -2.918 -0.552 0.140 -0.2209 -0.1989 0.0634
C 6.970 -5.708 -2.052 0.1262 0.4176 -0.0596
C 5.785 -5.199 -1.264 -0.3106 -0.3368 -0.1207
O 5.599 -3.773 -1.295 0.0418 0.4032 0.5607
C 5.363 -3.128 -2.475 0.2399 -0.6330 -0.7731
C 4.099 -3.539 -3.221 -0.1221 0.2532 0.1549
H 7.891 -5.231 -1.715 0.0261 -0.0638 0.0400
H 7.066 -6.783 -1.917 -0.0203 -0.0139 0.0239
H 6.869 -5.518 -3.123 -0.0574 -0.0803 -0.0029
H 5.886 -5.379 -0.199 0.1712 -0.1453 0.0795
H 4.864 -5.704 -1.571 -0.0379 0.1161 -0.0966
H 6.245 -3.187 -3.148 -0.0750 0.0705 -0.0544
H 5.262 -2.071 -2.157 0.0121 -0.3567 0.7303
H 4.157 -4.574 -3.549 0.0837 0.0301 -0.1267
H 3.940 -2.923 -4.122 0.0016 -0.0961 -0.0503
H 3.227 -3.437 -2.576 -0.0099 0.0163 0.0056
C -2.903 -7.548 3.601 0.0423 -0.0824 -0.0253
Br -3.517 -8.308 5.253 -0.0354 0.0726 0.0718
Br -3.121 -5.640 3.579 -0.0380 -0.5158 0.1244
Br -1.088 -8.060 3.215 0.0217 0.0014 -0.0008
H -3.520 -7.952 2.812 -0.0178 -0.0018 -0.0195
C 0.037 2.859 -3.271 -0.0829 0.0541 0.1563
C -0.862 1.874 -2.575 2.4213 1.5518 3.9405
O -0.584 0.672 -2.502 1.2903 0.1953 1.8020
N -2.013 2.335 -2.029 1.1046 0.3396 0.8680
C -2.506 3.709 -2.017 -0.2942 -0.3334 0.2269
H 0.908 2.338 -3.660 -0.1311 -0.0517 -0.0294
H -0.478 3.337 -4.111 0.2711 0.1019 0.1138
H 0.363 3.612 -2.551 -0.0879 0.1151 -0.0676
H -2.575 1.617 -1.585 0.1084 0.2233 0.1425
H -2.625 4.033 -0.985 -0.0166 0.1694 -0.0517
H -3.477 3.744 -2.507 0.0143 0.1845 -0.0407
H -1.830 4.387 -2.523 0.0521 -0.0512 -0.0347
C -6.663 6.838 0.399 0.0631 0.1080 -0.0682
C -6.959 7.775 -0.780 0.0044 -0.1187 0.0234
C -5.696 7.833 -1.649 -0.2124 0.2196 0.0260
S -4.852 6.265 -1.412 -0.5305 0.2879 0.0758
O -3.583 6.500 -0.760 0.1167 -0.2064 -0.1074
O -4.917 5.483 -2.625 0.2112 -0.0606 0.0574
C -6.002 5.604 -0.207 -0.1558 0.0231 0.1924
H -7.567 6.576 0.946 -0.0037 -0.0121 0.0060
H -5.977 7.324 1.096 0.0075 -0.0274 0.0236
H -7.789 7.375 -1.363 0.0011 -0.0130 -0.0102
H -7.246 8.768 -0.443 0.0103 0.0192 -0.0128
H -5.924 7.949 -2.705 0.1304 -0.0544 -0.0464
H -5.019 8.622 -1.328 0.0978 -0.0735 0.0100
H -5.460 4.997 0.516 0.0961 -0.0162 -0.0774
H -6.725 4.991 -0.745 0.0314 -0.0038 -0.0561
O -2.389 2.136 -6.848 -0.1065 -0.0531 -0.5582
P -1.011 2.410 -7.427 0.1732 0.2374 -0.1116
O -0.020 2.629 -6.287 0.1637 -0.1442 -0.1986
O -1.060 3.628 -8.341 -0.2237 0.6281 0.4244
O -0.537 1.259 -8.303 0.0192 -0.7449 0.4728
Ca 5.160 -0.388 -3.243 -1.6037 1.3420 1.1325
O 3.139 0.914 -1.178 1.1327 -0.5147 -1.9208
H 2.694 1.737 -1.410 0.0683 -0.0954 -0.3352
O -3.849 -11.902 6.333 0.0026 0.0252 0.0099
H -3.593 -11.003 6.109 0.0361 -0.0293 -0.0368
H -4.302 -12.229 5.550 -0.0198 -0.0322 0.0059
Cs -2.176 0.980 -4.288 -4.5588 -2.5685 -6.9383
Mg 5.577 -3.630 2.425 0.4055 -0.8470 -0.0547
```
Forces are in eV/Å.

The charge is +2. The value obtained for the HOMO energy is -10.76 eV. The total energy is -330977.7781 eV. The multiplicity is 1.

=====

Record 3
The following is a quantum chemistry calculation of C2H2O2PTb as an isolated structure, from the Open Molecules 2025 dataset.

```
8
Properties=species:S:1:pos:R:3:forces:R:3
P -1.473 1.996 0.120 1.9134 -0.8248 -1.1903
O -0.207 1.287 -0.501 -3.0429 1.8001 1.3661
O -1.365 -0.393 2.421 2.8237 -3.7846 -2.3561
C -0.484 -1.139 2.097 -2.0280 4.8269 3.6613
C 0.821 -1.497 2.033 -1.1723 -1.3034 -1.0403
Tb 1.225 -0.299 -0.349 1.3527 -0.7412 -0.5839
H 0.953 -2.555 1.768 0.4521 0.3151 0.2356
H 1.457 -0.976 2.763 -0.2988 -0.2881 -0.0925
```
Forces are in eV/Å.

The charge is +2. The value obtained for the HOMO energy (alpha / beta) is -17.60 / -17.32 eV. As for the energy relative to the best compared isomer or geometry (same formula, charge and spin): 0.0 kJ/mol. The total energy is -37903.8820 eV. The multiplicity is 7.

=====

Record 4
The following is a quantum chemistry calculation of C30H35BiIN4Si as an isolated structure, from the Open Molecules 2025 dataset.

```
72
Properties=species:S:1:pos:R:3:forces:R:3
Bi 1.150 0.613 0.942 0.0631 -0.1515 -0.4313
C 0.599 2.592 0.051 -0.1116 -0.5546 -0.5187
Si -0.239 1.928 -1.523 -0.6936 0.1411 0.0389
C -1.583 0.833 -0.657 0.1285 0.6667 -0.8428
N -1.007 -0.120 0.306 0.5213 0.4553 0.3115
C -1.872 -0.294 1.485 -0.6388 -0.0530 0.6196
C -3.185 -0.993 1.151 0.2347 -0.2010 0.0409
C -2.881 -2.375 0.589 -0.1334 0.0385 -0.1993
C -2.000 -2.225 -0.644 0.0369 0.0307 0.2343
C -0.736 -1.446 -0.290 0.1239 -0.6869 -0.4742
C -1.007 3.210 -2.657 0.2567 -0.4410 0.2604
C -2.032 4.042 -2.213 0.0902 -0.1187 0.1292
C -2.609 4.969 -3.058 -0.1089 0.0912 0.0346
C -2.168 5.079 -4.367 0.0163 -0.0169 0.0071
C -1.142 4.268 -4.822 -0.0239 0.1021 -0.1380
C -0.567 3.342 -3.972 0.0961 -0.1287 0.1156
C 0.833 0.734 -2.523 -0.0634 0.4590 0.3663
C 0.193 -0.012 -3.515 -0.1160 0.0527 0.0924
C 0.893 -0.879 -4.330 -0.1165 -0.0098 -0.0204
C 2.265 -1.005 -4.179 0.1151 0.0774 0.0621
C 2.922 -0.257 -3.217 0.1742 -0.0694 -0.0980
C 2.212 0.599 -2.391 -0.1650 0.0616 0.0008
H -0.069 3.193 0.651 -0.3397 0.1289 0.1015
H 1.480 3.181 -0.165 0.4303 0.0947 0.0179
H -2.186 0.297 -1.386 -0.0491 -0.0196 -0.0790
H -2.272 1.492 -0.127 0.0048 0.0603 0.0535
H -2.067 0.680 1.933 0.0580 0.0733 -0.1045
H -1.341 -0.904 2.220 0.0262 -0.0171 0.0426
H -3.764 -0.412 0.430 -0.1037 0.0675 0.0339
H -3.766 -1.081 2.069 0.0195 0.0989 0.0283
H -3.803 -2.892 0.332 -0.0838 -0.0709 -0.0196
H -2.369 -2.973 1.344 0.0442 -0.0173 0.1064
H -2.556 -1.722 -1.437 0.0195 -0.0558 -0.1224
H -1.693 -3.200 -1.020 0.0472 0.0107 -0.0910
H -0.109 -1.303 -1.172 0.0508 -0.0179 0.0696
H -0.174 -2.020 0.452 0.0583 -0.0375 0.0391
H -2.373 3.957 -1.191 -0.1560 0.0767 0.1572
H -3.402 5.605 -2.695 -0.0863 0.0655 0.0040
H -2.625 5.798 -5.030 -0.0286 0.0795 -0.0654
H -0.787 4.358 -5.838 0.0099 0.0091 -0.0722
H 0.235 2.711 -4.327 0.0938 -0.0525 -0.1353
H -0.872 0.105 -3.653 -0.2075 -0.0560 -0.0832
H 0.374 -1.443 -5.089 -0.0413 -0.0673 -0.0801
H 2.819 -1.672 -4.819 0.0874 -0.0732 -0.0684
H 3.994 -0.336 -3.118 0.1211 -0.0191 0.0328
H 2.742 1.179 -1.648 0.1962 0.1391 0.0669
N 2.182 -2.177 3.156 0.2994 -0.0433 0.4040
C 2.420 -2.655 1.909 0.1244 -0.1929 -0.2790
C 2.350 -4.047 1.700 -0.0745 -0.1075 -0.1378
C 2.590 -4.544 0.445 0.0062 0.2044 0.1925
C 2.903 -3.660 -0.590 -0.0348 0.1908 -0.1229
C 2.945 -2.319 -0.294 0.1603 -0.2391 -0.3107
N 2.713 -1.812 0.918 0.0176 0.0509 0.6250
C 1.089 -0.062 3.978 0.1133 0.4528 0.0984
C 0.554 -0.137 5.261 -0.1831 0.5582 0.1983
C -0.439 0.745 5.663 0.4394 -0.2304 -0.5953
C -0.900 1.689 4.747 0.0361 -0.1018 0.0511
C -0.371 1.708 3.483 0.2524 -0.1999 0.0604
N 0.606 0.841 3.098 -0.3332 0.2481 0.7204
H 1.873 -2.861 3.832 -0.2166 0.1591 -0.0776
H 2.111 -4.698 2.525 -0.0602 -0.0818 0.1111
H 2.552 -5.607 0.265 -0.0305 -0.1232 0.0026
H 3.103 -4.006 -1.591 0.0324 -0.0363 -0.0988
H 3.176 -1.584 -1.053 0.0361 -0.0771 -0.1069
H 0.943 -0.869 5.947 0.0931 -0.0449 0.0313
H -0.849 0.684 6.655 -0.0727 0.0133 0.1779
H -1.667 2.394 5.022 -0.0534 0.1368 -0.0292
H -0.656 2.442 2.748 -0.1578 0.0656 -0.0668
I -0.913 -2.664 4.187 -0.3814 -0.4849 -0.0598
C 2.354 -0.835 3.639 0.1019 -0.4121 -0.1224
H 2.935 -0.886 4.571 -0.0546 0.1849 -0.2502
H 2.940 -0.280 2.900 0.0831 -0.0346 0.1613
```
Forces are in eV/Å.

The charge is +1. The value obtained for the HOMO energy is -9.46 eV. The total energy is -59451.4961 eV. The multiplicity is 1.